{"formula": "C28H15F10InN6O4S2", "method": "the ωB97M-V functional and the def2-TZVPD basis", "mol_weight_g_mol": 868.40, "e_lumo_ha": 0.1395, "e_above_lowest_kcal_mol": 18.6, "total_charge": -2, "multiplicity": 1, "symbols": ["In", "C", "N", "C", "C", "N", "C", "C", "F", "C", "F", "C", "F", "C", "F", "C", "F", "C", "C", "N", "C", "C", "F", "C", "F", "C", "F", "C", "F", "C", "F", "H", "H", "H", "H", "H", "H", "H", "H", "H", "H", "H", "O", "C", "O", "C", "C", "C", "C", "C", "N", "C", "O", "O", "H", "H", "H", "H", "S", "C", "C", "N", "C", "S", "C", "N"], "xyz": [[-0.314256, -0.199900, -0.024003], [1.007066, 2.596071, -1.061519], [-0.058374, 2.078546, -0.203956], [0.190713, 2.312425, 1.224184], [1.565380, 1.778378, 1.592655], [1.835144, 0.499467, 0.936788], [3.121864, 0.133692, 0.900275], [4.272794, 0.819302, 1.419673], [4.178258, 1.917198, 2.223634], [5.578498, 0.400411, 1.228235], [6.583185, 1.156829, 1.721858], [5.885970, -0.765332, 0.560861], [7.165701, -1.142319, 0.331624], [4.814346, -1.526422, 0.128353], [5.041139, -2.708000, -0.482459], [3.520096, -1.105851, 0.321255], [2.560659, -1.983238, -0.049584], [-1.368195, 2.595573, -0.620877], [-1.649036, 2.198764, -2.061714], [-1.339031, 0.797817, -2.279465], [-1.499616, 0.300485, -3.508495], [-1.467231, 0.951080, -4.781259], [-1.179441, 2.276598, -4.903336], [-1.652565, 0.299524, -5.988050], [-1.561929, 1.007722, -7.137444], [-1.892094, -1.056993, -6.054584], [-2.044373, -1.692926, -7.242550], [-1.950991, -1.746369, -4.852356], [-2.222959, -3.067993, -4.863766], [-1.775639, -1.092633, -3.656214], [-1.924044, -1.828177, -2.534621], [1.098018, 3.683291, -0.935161], [0.773066, 2.372367, -2.099391], [1.951504, 2.119154, -0.816224], [-0.615132, 1.829573, 1.788859], [0.129227, 3.384506, 1.456605], [1.612741, 1.697993, 2.683660], [2.294689, 2.534481, 1.294941], [-1.369381, 3.693296, -0.548145], [-2.116264, 2.213410, 0.074774], [-1.098841, 2.875569, -2.716919], [-2.716128, 2.400602, -2.241488], [1.336589, -2.686267, -3.567167], [0.963647, -2.095186, -2.425142], [1.100060, -0.913405, -2.226064], [0.448448, -3.035874, -1.393414], [0.344627, -4.399018, -1.557284], [-0.070293, -5.150045, -0.458215], [-0.301664, -4.525148, 0.748196], [-0.176902, -3.139363, 0.823589], [0.142925, -2.432179, -0.245303], [-0.290506, -2.370043, 2.151808], [-0.320951, -3.057749, 3.162246], [-0.264627, -1.112470, 2.030132], [1.622021, -1.974603, -4.163814], [0.582337, -4.853849, -2.506903], [-0.184675, -6.222419, -0.550741], [-0.579328, -5.053966, 1.648436], [-2.790834, -0.348725, 0.207963], [-3.270292, -0.815482, 1.836170], [-3.595553, -2.197318, 1.994046], [-3.881492, -3.309758, 2.111656], [-3.445942, 0.067152, 2.870386], [-3.125075, 1.745861, 2.886941], [-3.973660, -0.470445, 4.107998], [-4.412001, -0.855023, 5.100949]], "forces_ev_per_a": [[0.11, -0.01, 0.26], [0.06, -0.01, -0.05], [-0.13, -0.04, 0.01], [0.00, 0.02, 0.03], [0.00, -0.03, 0.05], [-0.03, 0.14, -0.12], [0.04, -0.04, 0.10], [-0.02, 0.03, 0.06], [-0.11, -0.06, -0.10], [0.09, 0.01, 0.00], [-0.12, -0.10, -0.06], [0.03, 0.01, 0.00], [-0.09, 0.03, 0.02], [0.00, -0.08, -0.03], [-0.01, 0.13, 0.06], [-0.06, -0.17, -0.11], [0.34, 0.25, 0.05], [0.06, 0.11, 0.02], [-0.19, -0.14, -0.11], [0.09, -0.05, 0.09], [-0.12, 0.03, 0.02], [0.04, 0.02, 0.03], [-0.01, -0.03, 0.25], [-0.02, 0.02, -0.12], [-0.01, -0.11, 0.16], [0.02, -0.04, -0.07], [0.01, 0.07, 0.13], [-0.01, -0.12, 0.00], [0.05, 0.16, 0.00], [0.04, -0.11, 0.09], [0.14, 0.03, -0.11], [-0.01, 0.01, 0.00], [0.04, -0.02, 0.03], [0.00, 0.00, 0.01], [-0.01, -0.01, -0.01], [0.05, 0.01, -0.01], [0.01, 0.00, -0.01], [0.06, 0.01, 0.01], [0.05, 0.00, 0.04], [0.00, -0.07, -0.04], [0.04, 0.09, -0.13], [0.02, -0.03, -0.03], [-0.08, 0.07, -0.14], [0.19, -0.01, 0.11], [-0.15, 0.08, -0.04], [-0.19, -0.02, 0.00], [0.04, 0.05, 0.03], [0.02, -0.02, 0.00], [0.00, 0.01, 0.04], [-0.03, 0.04, -0.02], [-0.32, -0.05, -0.23], [0.02, -0.11, -0.07], [0.02, -0.03, 0.08], [0.03, 0.14, 0.00], [-0.05, -0.08, 0.09], [0.00, 0.00, -0.01], [-0.01, -0.01, 0.00], [-0.01, 0.01, 0.00], [-0.01, 0.06, -0.24], [0.07, -0.09, -0.07], [-0.08, 0.15, 0.20], [0.05, -0.12, -0.11], [0.08, 0.05, -0.03], [0.00, -0.01, -0.04], [-0.01, 0.01, 0.00], [-0.02, -0.01, 0.01]]}

{"formula": "C28H17BiF8N3O2S2", "method": "the ωB97M-V functional and the def2-TZVPD basis", "mol_weight_g_mol": 852.56, "e_lumo_ha": 0.0972, "e_above_lowest_kcal_mol": 0.0, "total_charge": -1, "multiplicity": 1, "symbols": ["Bi", "O", "C", "C", "C", "C", "C", "C", "C", "N", "C", "C", "N", "C", "C", "C", "C", "C", "C", "C", "O", "H", "H", "H", "H", "H", "H", "H", "H", "H", "H", "H", "H", "H", "H", "F", "C", "C", "F", "C", "F", "C", "S", "C", "F", "C", "F", "F", "C", "F", "F", "C", "C", "C", "C", "N", "C", "S", "H", "H", "H"], "xyz": [[0.131887, -0.435971, -0.496569], [-0.829657, -2.334859, 0.328668], [-0.431459, -3.221771, 1.171148], [-1.369602, -3.867702, 2.005096], [-0.988723, -4.736213, 3.016906], [0.356472, -5.049934, 3.278620], [1.273764, -4.508825, 2.401211], [0.923208, -3.614555, 1.392965], [2.015557, -3.173843, 0.570211], [1.955996, -2.274862, -0.322444], [3.220910, -2.074200, -1.010057], [3.201828, -0.756023, -1.738740], [2.569627, 0.228744, -0.854394], [3.254086, 1.127960, -0.281275], [2.712006, 1.935537, 0.785241], [3.242987, 3.205719, 0.968534], [2.777354, 4.018323, 1.985584], [1.798842, 3.510174, 2.888875], [1.292037, 2.223827, 2.713090], [1.702483, 1.394761, 1.650832], [1.150713, 0.206528, 1.497598], [-2.406142, -3.604344, 1.829093], [-1.759502, -5.178888, 3.669406], [0.645717, -5.762246, 4.017567], [2.336375, -4.755335, 2.519349], [2.966472, -3.694241, 0.717184], [3.343110, -2.865769, -1.766046], [4.042674, -2.129853, -0.310365], [2.623066, -0.869979, -2.654111], [4.246524, -0.461790, -1.966168], [4.291009, 1.340319, -0.612607], [3.975266, 3.601865, 0.276973], [3.157401, 5.018436, 2.114892], [1.445655, 4.135302, 3.700295], [0.555107, 1.823026, 3.392972], [-3.485712, 3.986705, 3.939455], [-2.771790, 3.646056, 2.863490], [-2.764736, 2.345518, 2.388580], [-3.454815, 1.408292, 3.022998], [-2.044367, 2.018407, 1.271589], [-2.088117, 0.717822, 0.903398], [-1.270290, 2.911223, 0.541021], [-0.360983, 2.459326, -0.887915], [-1.287468, 4.215637, 1.036031], [-0.599266, 5.194085, 0.424573], [-2.044037, 4.587243, 2.150693], [-2.021565, 5.841860, 2.588104], [-0.873404, -1.744838, -6.185266], [-2.060307, -1.902579, -5.567127], [-2.073730, -3.172403, -5.112482], [-2.992799, -1.839129, -6.527133], [-2.309970, -0.878422, -4.465602], [-3.399438, -0.026274, -4.522564], [-3.695718, 0.837042, -3.455489], [-2.919488, 0.704224, -2.315768], [-1.857933, -0.101918, -2.242754], [-1.466642, -0.831146, -3.306280], [0.119734, -1.576298, -3.166420], [-4.047735, -0.027951, -5.386384], [-4.514409, 1.542733, -3.473667], [-3.138074, 1.285488, -1.394594]], "forces_ev_per_a": [[0.69, -0.08, 0.07], [-0.07, 0.12, -0.25], [0.33, -0.27, 0.85], [-0.10, -0.28, 0.39], [-0.45, -0.07, 0.42], [-0.46, 0.42, -1.24], [0.36, -0.32, 0.69], [0.09, 0.04, -0.33], [-0.57, 0.01, 0.03], [0.29, 0.13, -0.08], [-0.39, -0.36, -0.82], [0.63, 0.98, 0.22], [-0.06, -0.92, -0.95], [-0.04, 0.31, -0.21], [-0.03, -0.59, 0.11], [-0.47, 0.54, 0.69], [-0.61, -0.43, 0.69], [0.60, -0.44, -1.10], [0.34, 0.76, 0.36], [-0.20, -0.17, -0.45], [0.21, 0.69, 0.10], [-0.02, -0.11, 0.15], [0.30, 0.26, -0.44], [0.08, -0.23, 0.49], [-0.35, 0.07, -0.10], [0.06, -0.04, 0.18], [0.10, 0.06, 0.20], [0.35, 0.06, 0.28], [0.02, 0.27, -0.01], [-0.40, -0.04, -0.15], [-0.27, -0.22, 0.17], [0.13, -0.14, -0.07], [0.05, 0.15, -0.01], [-0.03, -0.05, 0.00], [-0.14, -0.03, 0.06], [-0.06, 0.05, 0.16], [0.26, -0.04, -0.70], [-0.05, 0.45, 0.30], [-0.39, -0.43, 0.37], [0.31, -0.29, -0.22], [-0.04, -0.11, -0.09], [0.32, 0.10, -0.35], [-0.04, 0.21, 0.28], [-0.44, 0.36, 0.29], [-0.07, -0.22, 0.11], [0.40, -0.65, -0.19], [0.00, 0.58, 0.09], [-0.07, 0.15, 0.02], [0.50, 0.27, 0.53], [-0.11, 0.18, 0.13], [-0.40, 0.13, -0.26], [0.24, -0.36, 0.35], [-0.07, 0.20, 0.31], [0.42, -0.55, 0.06], [-0.05, 0.27, 0.50], [-0.34, -0.06, -0.50], [0.16, 0.07, -0.16], [-0.69, 0.25, 0.07], [0.05, -0.06, -0.15], [-0.02, -0.11, -0.12], [0.19, -0.43, -0.77]]}

no.,Kohn-Sham gap (eV)
1,5.630
2,7.369